(1)
101
Properties=species:S:1:pos:R:3:forces:R:3 method="wB97M-V/def2-TZVPD" multiplicity=1 total_energy_ev=-99855.9138 total_charge=0 homo_lumo_gap_ev=9.56 homo_energy_ev=-9.352
C 4.01197 -1.91487 -0.22028 -0.17 -0.34 -0.25
C 3.97977 -3.39644 -0.71397 0.83 0.94 0.60
O 3.12946 -3.54900 -1.83597 -0.15 -0.68 0.05
C 1.94288 -4.29518 -1.53305 0.46 0.75 0.17
C 1.05647 -3.47103 -0.57775 -0.41 -0.61 0.45
C -0.45523 -3.80853 -0.61169 0.80 -0.75 -0.23
C -1.08629 -3.85404 -2.01708 0.15 0.55 0.14
C -1.04542 -2.51903 -2.80843 -0.52 -0.33 0.40
C -1.19133 -1.24878 -1.96465 -0.90 0.02 -0.52
O -1.20488 -0.14134 -2.86900 0.72 -0.06 0.50
C 0.06204 0.47702 -2.98387 0.46 0.98 -0.09
C 0.47288 1.32407 -1.76300 -0.17 -0.36 0.10
C -0.58640 2.33706 -1.32599 0.35 0.00 0.09
F 0.03000 3.57997 -1.06036 -0.03 -0.24 -0.11
C -2.54503 -1.17130 -1.21095 1.03 -0.68 -1.18
O -3.59122 -1.28085 -2.16028 -0.02 0.02 0.51
C -4.52165 -2.29382 -1.84448 -1.17 -0.52 -0.16
C -5.60956 -2.39775 -2.92567 0.35 0.06 0.38
O -2.52863 0.04592 -0.53906 -0.67 -0.45 0.20
C -3.61545 0.22742 0.34763 -0.28 0.66 0.87
C -3.66768 -0.77421 1.52453 0.08 0.73 -1.57
C -2.32040 -1.12107 2.16092 -1.46 2.46 -1.40
O -2.21525 -2.10751 2.73692 0.76 -3.48 2.05
I -0.58514 0.15423 2.09363 0.03 0.37 -0.08
H 3.75879 -1.82650 0.84355 -0.08 0.03 -0.22
H 3.28233 -1.36836 -0.82681 0.07 0.08 0.29
H 4.98635 -1.44306 -0.38258 -0.11 -0.17 0.02
H 3.70517 -4.05405 0.12163 -0.15 -0.03 -0.28
H 5.01468 -3.65095 -0.97618 -0.33 -0.23 -0.27
H 2.24339 -5.24764 -1.06823 -0.24 0.10 -0.06
H 1.47158 -4.52858 -2.49082 0.05 0.22 0.11
H 1.39725 -3.70330 0.44271 -0.06 0.23 -0.13
H 1.23024 -2.39700 -0.69292 0.02 -0.19 -0.39
H -0.96025 -3.13633 0.09154 -0.08 -0.07 -0.26
H -0.56015 -4.82024 -0.18851 -0.09 0.23 0.01
H -2.11678 -4.21363 -1.90601 0.10 0.19 -0.07
H -0.58322 -4.60442 -2.63767 -0.11 -0.02 0.26
H -1.89046 -2.53179 -3.50771 0.26 0.16 -0.03
H -0.13199 -2.43064 -3.40839 -0.05 -0.04 0.22
H -0.39036 -1.17339 -1.21977 -0.12 0.16 -0.11
H 0.87488 -0.23967 -3.18882 -0.30 -0.04 -0.04
H -0.00265 1.16582 -3.83665 -0.11 -0.32 0.00
H 0.72492 0.63356 -0.94574 -0.06 0.32 0.05
H 1.38658 1.89107 -1.98401 -0.14 -0.21 -0.15
H -1.32388 2.52769 -2.11072 -0.03 -0.18 0.19
H -1.04293 2.03201 -0.38440 -0.26 0.04 -0.28
H -2.60351 -2.05440 -0.55416 -0.10 0.36 0.24
H -4.08032 -3.29605 -1.73041 0.42 0.34 -0.06
H -5.04099 -2.08303 -0.89200 0.26 0.05 -0.08
H -5.18349 -2.33327 -3.93096 -0.04 0.15 0.17
H -6.09353 -3.37739 -2.84205 -0.04 0.22 0.05
H -6.35234 -1.61410 -2.75496 0.06 -0.09 -0.36
H -4.58657 0.24018 -0.16758 0.24 -0.21 -0.05
H -3.50880 1.23344 0.77428 0.21 -0.14 -0.24
H -4.07557 -1.71741 1.14322 0.22 -0.06 0.37
H -4.39750 -0.38615 2.24461 0.40 -0.07 0.18
C 10.60692 -2.16828 -0.45767 -0.25 0.14 -0.11
C 10.26931 -3.03318 0.74166 0.49 -0.20 -0.55
O 9.28984 -2.42066 1.60012 -0.25 0.04 0.15
S 7.77332 -2.38528 1.10327 0.24 0.23 0.67
C 7.04944 -1.86269 2.62145 0.05 -0.01 0.14
O 7.34977 -3.72180 0.81626 -0.02 0.03 -0.34
O 7.62169 -1.33386 0.14622 -0.12 -0.19 -0.24
H 9.75000 -2.06033 -1.12202 0.03 -0.03 0.01
H 11.42163 -2.61266 -1.03032 0.04 -0.04 0.10
H 10.89811 -1.16685 -0.13913 0.07 -0.05 0.02
H 9.93036 -4.02410 0.43324 -0.17 0.06 0.07
H 11.16127 -3.17196 1.35115 -0.19 0.08 0.24
H 7.18892 -2.64054 3.36800 0.02 0.00 -0.04
H 5.98899 -1.70227 2.43482 0.03 -0.03 -0.10
H 7.51812 -0.93232 2.93276 0.01 -0.02 -0.04
C -10.22618 2.67601 3.19424 -0.06 -0.20 -0.23
C -8.93267 2.31360 3.89808 -0.23 0.74 -0.15
O -8.75738 0.88953 4.02311 0.15 -0.26 -0.06
S -8.36573 0.06296 2.71689 -0.03 -0.27 0.71
C -7.98315 -1.45886 3.51832 0.07 -0.01 0.13
O -7.16511 0.61726 2.16184 -0.14 0.08 -0.23
O -9.53475 -0.13276 1.91970 0.14 0.15 -0.31
H -10.21614 2.35059 2.15437 0.02 0.03 0.02
H -10.37646 3.75591 3.20644 0.06 0.00 0.10
H -11.07505 2.19114 3.67733 0.02 0.07 0.05
H -8.07015 2.75485 3.39492 0.05 -0.18 -0.04
H -8.95006 2.70640 4.91370 0.10 -0.30 0.08
H -7.11358 -1.31718 4.15553 -0.03 0.02 0.00
H -7.76735 -2.18888 2.74044 -0.02 0.08 -0.05
H -8.84572 -1.77692 4.09856 0.00 0.03 -0.03
C 1.64920 5.76974 -0.07523 0.22 0.15 -0.18
C 1.86809 7.11126 0.59618 -0.66 -0.42 -0.05
O 3.22236 7.58578 0.45639 0.25 0.20 -0.06
S 3.68157 8.14305 -0.96614 0.26 -0.08 0.62
C 5.21323 8.84132 -0.44474 0.05 0.05 0.11
O 2.79197 9.19143 -1.36127 -0.12 -0.11 -0.20
O 3.95714 7.04076 -1.83299 -0.13 0.10 -0.23
H 1.75691 5.84611 -1.15639 -0.05 -0.01 0.02
H 0.64998 5.39548 0.13411 0.02 0.07 0.10
H 2.38317 5.04166 0.27247 -0.06 -0.01 0.06
H 1.16879 7.86088 0.22053 0.16 0.09 -0.08
H 1.69166 7.01344 1.66684 0.29 0.17 0.03
H 5.01493 9.66015 0.24217 -0.03 -0.03 -0.01
H 5.72090 9.20839 -1.33453 -0.08 -0.03 -0.04
H 5.80898 8.06629 0.03106 -0.04 -0.01 -0.02

***

(2)
93
Properties=species:S:1:pos:R:3:forces:R:3 method="wB97M-V/def2-TZVPD" multiplicity=1 total_energy_ev=-50480.2724 total_charge=+1 homo_lumo_gap_ev=8.82 homo_energy_ev=-11.992
C 2.69837 -4.24415 3.25856 -1.28 -0.07 0.41
C 1.57940 -3.09706 3.25250 0.46 -0.47 0.02
C 1.52750 -2.28341 1.89185 0.16 -1.09 -0.47
C 1.63455 -3.38273 0.71877 0.22 0.31 0.53
C 0.18235 -1.49891 1.66037 0.60 0.36 -1.10
C 0.07950 -0.54772 0.37260 0.61 -0.79 -0.09
C 0.92025 -0.51304 -0.93144 -0.19 1.70 0.77
C 1.65320 0.93291 -0.99485 0.52 -0.04 0.13
C 3.16663 0.84687 -0.50027 -0.47 0.97 -0.21
N 3.25644 1.17017 0.95655 0.61 -0.59 -0.35
N -0.90142 0.29006 0.56615 0.85 -1.73 -0.19
C -1.54949 0.11587 1.91676 0.53 2.53 -0.20
Si -3.20829 -0.85884 1.90095 -2.45 -1.14 -0.70
C -3.57244 -1.57776 0.14685 0.59 -0.16 0.89
C -3.29609 -2.33620 3.09606 1.16 0.30 1.04
C -4.72813 0.25560 2.29772 0.00 -0.11 0.18
C -0.30493 -0.41397 2.71073 0.71 -0.95 0.77
C -0.54190 -0.81887 4.24146 -0.79 -2.02 -0.61
O 0.53528 -0.52309 5.11151 -1.79 0.74 -0.18
C 0.23101 0.56388 6.02381 1.39 0.60 0.09
N 0.92288 0.46880 2.79943 -1.06 1.43 -0.33
C 0.62554 1.66040 2.91448 -0.65 -1.00 -0.79
O 0.18376 2.73502 2.92004 0.70 0.18 0.30
H 3.69394 -3.88670 2.89152 -0.87 -0.42 0.38
H 2.74882 -4.61149 4.32692 0.31 0.49 -1.18
H 2.30944 -5.12973 2.67437 0.83 1.00 0.43
H 1.81242 -2.45505 4.14924 -0.67 -0.38 -1.05
H 0.59502 -3.64741 3.37938 0.94 0.80 0.06
H 2.45169 -1.64355 1.85509 -1.10 -0.31 -0.04
H 1.09126 -3.08065 -0.21328 0.73 -0.21 0.73
H 1.17874 -4.36743 1.03614 0.53 1.13 -0.27
H 2.74089 -3.51980 0.54101 -1.35 -0.16 -0.20
H -0.53069 -2.32739 1.35683 0.05 0.95 0.86
H 1.73833 -1.26912 -0.98100 -1.17 0.36 0.06
H 0.21534 -0.52859 -1.80368 0.63 -0.46 0.77
H 1.16371 1.69250 -0.32715 0.37 -0.77 -0.60
H 1.57642 1.35301 -2.03980 0.27 -0.66 1.08
H 3.60788 -0.15449 -0.76085 -0.29 0.91 0.08
H 3.72665 1.67643 -1.01852 -0.56 -1.06 0.30
H 4.18008 1.57029 1.16727 -0.55 -0.15 -0.27
H 3.22536 0.31199 1.51405 -0.18 0.39 -0.16
H -1.13690 0.97873 -0.15131 -0.18 -0.17 0.46
H -1.90856 1.17894 2.10795 0.68 -1.10 0.59
H -3.83133 -0.76826 -0.58149 0.30 -0.93 0.39
H -4.41978 -2.31389 0.29479 0.86 0.86 -0.39
H -2.65115 -2.17034 -0.12093 -0.98 0.52 -0.32
H -2.30199 -2.88049 3.06357 -1.29 0.15 -0.02
H -4.16776 -3.01942 2.92080 0.91 0.66 -0.05
H -3.36270 -1.93604 4.15592 -0.07 -0.53 -1.08
H -5.49231 -0.42571 2.77945 0.82 0.73 -0.44
H -4.49231 1.07583 3.02833 -0.41 -0.59 -0.75
H -5.20934 0.64823 1.35551 0.63 -0.15 1.05
H -1.53553 -0.39945 4.55540 1.00 -0.10 0.01
H -0.66320 -1.94512 4.26143 0.00 1.24 0.00
H 0.20002 0.15059 7.06524 -0.30 0.49 -0.93
H -0.67656 1.15531 5.73740 0.59 -0.78 0.35
H 1.10682 1.28104 5.96093 -0.94 -0.75 0.20
C 0.24171 4.92400 -2.91024 -0.18 -0.10 -0.18
C 0.68723 4.36008 -1.57251 0.30 0.80 -0.24
C 0.65923 5.42301 -0.48572 -0.06 -0.13 0.31
O 2.01151 3.83919 -1.69597 0.05 -0.36 0.10
H 0.90905 5.72710 -3.23256 -0.03 -0.02 0.09
H 0.27808 4.15234 -3.68336 -0.05 0.01 0.05
H -0.77649 5.31638 -2.85644 0.04 -0.01 -0.01
H 0.03618 3.52722 -1.28801 0.17 -0.12 0.01
H 1.33889 6.24472 -0.72859 -0.10 -0.02 -0.13
H 0.99330 5.00623 0.46775 -0.07 -0.02 -0.04
H -0.34625 5.82932 -0.35619 0.06 0.03 -0.01
H 2.59411 4.56848 -1.94788 -0.14 -0.03 -0.08
C 4.84440 4.26123 -4.63785 -0.03 -0.16 0.20
C 3.51573 4.69892 -5.23483 0.59 0.32 -0.27
C 3.64601 4.98821 -6.72175 -0.22 -0.04 -0.15
O 3.05306 5.87012 -4.56064 -0.25 -0.07 0.29
H 5.59723 5.04783 -4.74506 -0.04 -0.03 -0.13
H 4.73903 4.06701 -3.56742 -0.03 -0.06 -0.06
H 5.21586 3.35562 -5.12208 0.02 0.05 0.03
H 2.76730 3.91859 -5.07650 -0.09 0.18 0.12
H 4.35823 5.79957 -6.89949 0.08 -0.10 0.07
H 2.68804 5.31137 -7.13476 0.03 -0.08 0.04
H 3.98169 4.10435 -7.26823 0.01 0.06 0.00
H 3.70696 6.56812 -4.69349 -0.07 -0.09 -0.03
C -5.52440 -5.17838 -2.92299 -0.11 0.22 -0.12
C -4.48155 -4.84262 -1.86870 -0.24 -0.72 -0.07
C -3.39559 -5.90559 -1.80501 0.25 0.10 0.06
O -5.11394 -4.73220 -0.59250 0.11 0.36 0.17
H -6.01929 -6.12648 -2.69256 0.14 -0.04 -0.01
H -6.30289 -4.41292 -2.94951 0.09 0.00 -0.02
H -5.07377 -5.25286 -3.91493 -0.05 -0.03 0.03
H -4.03234 -3.87166 -2.09243 -0.10 0.04 0.20
H -3.81825 -6.87831 -1.53683 -0.06 0.04 -0.12
H -2.65992 -5.65696 -1.03592 -0.02 0.04 -0.07
H -2.88032 -6.00202 -2.76310 -0.02 -0.04 0.04
H -5.51450 -5.58568 -0.38486 0.03 0.10 -0.06